11
Properties=species:S:1:pos:R:3:forces:R:3 method="wB97M-V/def2-TZVPD" e_above_lowest_kcal_mol=125.5 molar_mass_g_mol=162.593 homo_lumo_gap_ev=6.406 multiplicity=1 energy_ha=-74.38257 charge=-1
Cs -0.2993 -1.0243 -1.3297 -3.5 -3.5 -5.7
B -1.4394 0.7114 0.1049 -1.4 2.0 1.1
H -0.4325 1.0973 0.1437 3.3 1.3 0.6
H -1.5071 -0.2564 0.5772 -0.6 -3.5 1.9
H -2.0491 1.4314 0.6285 -2.7 2.8 2.0
H -1.6106 0.7237 -0.9603 -2.2 0.7 -3.6
B 1.4387 -0.5298 0.1824 3.6 0.3 2.0
H 1.6416 -1.1738 -0.6593 2.9 -2.5 -2.1
H 0.6750 -0.9954 0.7859 -2.6 -1.4 2.6
H 2.3587 -0.4356 0.7381 3.7 0.3 2.5
H 1.2241 0.4516 -0.2114 -0.6 3.3 -1.2